{
  "formula": "C4H16N8O4",
  "method": "ωB97M-V with the def2-TZVPD basis set",
  "elements": ["C", "O", "N", "N", "H", "H", "H", "H", "C", "O", "N", "N", "H", "H", "H", "H", "C", "O", "N", "N", "H", "H", "H", "H", "C", "O", "N", "N", "H", "H", "H", "H"],
  "xyz": [[-0.012923, -1.775560, 3.600727], [-1.168473, -2.098499, 3.724695], [0.959202, -2.399854, 3.169351], [0.465302, -0.557463, 3.615363], [1.615242, -1.803922, 2.685019], [0.820851, -3.344927, 2.841033], [1.463282, -0.404469, 3.642446], [-0.224661, 0.141486, 3.850998], [-0.260551, -0.212427, -0.487104], [-0.367567, -0.107446, -1.675904], [-0.923550, 0.548958, 0.385403], [0.583739, -1.029798, 0.075897], [-1.483613, 1.252750, -0.074060], [-0.593242, 0.701858, 1.327544], [1.324868, -1.491956, -0.431295], [0.490021, -1.293742, 1.046278], [0.071790, 3.556960, 1.872308], [-0.019735, 3.602403, 3.056638], [0.624598, 2.590240, 1.234674], [-0.255340, 4.490800, 0.990606], [0.459319, 2.509811, 0.241535], [1.283375, 2.095749, 1.819120], [-0.715715, 5.262911, 1.451034], [0.048170, 4.443057, 0.028468], [-0.678100, -2.057695, -5.196303], [-1.153468, -2.399103, -6.306211], [-1.485987, -1.728388, -4.156648], [0.579048, -1.934059, -4.862949], [-2.413093, -1.710446, -4.556945], [-1.206152, -0.962855, -3.560200], [1.347276, -2.312332, -5.398526], [0.826086, -1.572042, -3.952994]],
  "atomic_forces_ev_per_a": [[-4.38, 2.77, 0.59], [-1.73, -0.78, 0.91], [6.28, -8.27, -3.18], [-1.74, 6.01, 1.74], [0.89, -0.99, -0.37], [0.30, -0.01, -0.01], [-0.24, 0.74, 0.25], [0.67, 0.54, 0.23], [0.10, 0.51, 0.91], [-0.54, 0.51, -3.46], [-1.91, 0.70, 0.29], [2.17, -2.71, 1.67], [-0.09, 0.00, 0.46], [-0.10, -0.07, -0.29], [-0.34, 0.11, -0.15], [0.12, 0.28, -0.14], [0.31, 0.93, -0.89], [-0.71, 0.80, 3.25], [2.21, -3.51, -1.00], [-2.07, 3.03, -0.13], [0.87, -0.59, 0.33], [0.18, -0.97, -0.77], [-0.02, 0.38, -0.96], [-0.24, 0.50, 0.45], [-2.40, -0.27, -2.04], [1.20, 0.02, 1.54], [-1.55, -0.04, -0.29], [3.76, 0.00, 0.22], [-0.26, 0.41, 0.63], [-0.11, -0.05, 0.41], [-0.50, 0.19, -0.19], [-0.17, -0.19, -0.03]],
  "lowdin_charge": [-0.92, 0.04, 0.11, 0.11, 0.01, 0.11, 0.03, 0.11, -0.86, 0.00, 0.14, 0.15, 0.10, 0.07, 0.05, 0.05, -0.89, 0.05, 0.12, 0.14, 0.09, 0.07, 0.10, 0.09, -0.72, -0.03, 0.14, 0.16, 0.10, 0.06, 0.11, 0.10],
  "relative_energy_kcal_mol": 26.3,
  "multiplicity": 2,
  "e_homo_ev": [0.1, -6.9],
  "e_lumo_ev": [3.04, 2.92],
  "charge": -1,
  "orbital_gap_ev": [2.91, 9.86],
  "e_tot_ev": -24519.164
}

---

{
  "formula": "C4H16N8O4",
  "method": "ωB97M-V with the def2-TZVPD basis set",
  "elements": ["C", "O", "N", "N", "H", "H", "H", "H", "C", "O", "N", "N", "H", "H", "H", "H", "C", "O", "N", "N", "H", "H", "H", "H", "C", "O", "N", "N", "H", "H", "H", "H"],
  "xyz": [[0.705863, 0.582719, 0.112513], [1.046243, -0.161341, -0.771797], [0.342073, 0.225279, 1.323543], [0.511453, 1.802909, -0.031017], [-0.041317, 0.900359, 1.969593], [0.244313, -0.765381, 1.494243], [0.799543, 2.167569, -0.927747], [0.715683, 2.190639, 0.878953], [-1.293637, 0.724279, 2.492733], [-0.566657, 1.654059, 2.935283], [-1.815507, 0.884999, 1.331643], [-1.445287, -0.424031, 3.069983], [-1.576317, 1.697239, 0.781053], [-2.250347, 0.073809, 0.915743], [-2.031547, -1.132891, 2.652943], [-0.815047, -0.697791, 3.810233], [0.551403, 1.077339, -3.241377], [0.195143, 1.458969, -4.354987], [-0.174817, 0.325149, -2.431017], [1.613763, 1.472809, -2.655217], [-0.990227, -0.145641, -2.796517], [0.073193, -0.100271, -1.549197], [1.812013, 0.807489, -1.921647], [2.328863, 1.874679, -3.244487], [0.188153, -2.495071, 0.284173], [0.068263, -3.643981, 0.676973], [-0.751187, -1.953901, -0.436497], [1.299503, -1.770691, 0.374363], [-1.622857, -2.450111, -0.555207], [-0.478517, -1.228131, -1.083797], [2.092963, -2.119141, 0.893123], [1.264823, -0.831911, 0.003423]],
  "atomic_forces_ev_per_a": [[-1.97, -0.28, 5.28], [3.63, 4.50, -4.81], [4.40, -4.05, -1.52], [0.04, 6.76, -1.19], [4.06, 0.94, -0.92], [0.54, 0.60, 0.36], [0.23, 0.98, 0.12], [-0.31, 1.76, -0.52], [-2.69, 3.24, 3.15], [-1.13, 0.59, 1.98], [-4.94, 0.40, -2.49], [-0.65, -2.76, 1.91], [-0.28, -0.21, 0.08], [0.08, 0.46, -0.51], [0.22, -0.01, 0.20], [-0.32, 0.19, 0.03], [-3.92, 0.28, -3.76], [0.04, -0.37, -0.02], [-6.04, -2.04, -1.99], [5.08, 1.92, 1.88], [-0.04, 0.75, -0.96], [-0.24, 1.19, -2.50], [1.42, 0.38, -0.19], [0.00, -0.13, 0.23], [3.23, -3.40, 0.61], [-0.50, -1.07, 1.29], [-3.82, 2.53, -2.07], [2.47, -6.71, 4.50], [0.47, -0.09, -0.20], [-1.06, -1.35, 0.28], [-0.50, -0.67, 0.06], [2.48, -4.32, 1.65]],
  "lowdin_charge": [-0.65, 0.02, 0.16, 0.26, -0.06, 0.11, 0.12, 0.16, -0.79, 0.05, 0.20, 0.23, 0.13, 0.13, 0.14, 0.15, -0.75, 0.03, 0.16, 0.16, 0.12, -0.06, 0.09, 0.14, -0.75, 0.01, 0.19, 0.15, 0.13, 0.07, 0.14, -0.18],
  "relative_energy_kcal_mol": 271.8,
  "e_homo_ev": -9.2,
  "e_lumo_ev": 0.19,
  "charge": 0,
  "orbital_gap_ev": 9.37,
  "e_tot_ev": -24511.171
}

---

{
  "formula": "C4H16N8O4",
  "method": "ωB97M-V with the def2-TZVPD basis set",
  "elements": ["N", "C", "N", "O", "H", "H", "H", "H", "N", "C", "N", "O", "H", "H", "H", "H", "N", "C", "N", "O", "H", "H", "H", "H", "N", "C", "N", "O", "H", "H", "H", "H"],
  "xyz": [[-1.681014, 2.309642, -2.478770], [-2.072134, 2.690282, -1.232530], [-1.305444, 2.069012, -0.408140], [-2.947744, 3.524692, -0.888280], [-1.017594, 1.553192, -2.566810], [-2.303644, 2.668042, -3.188700], [-1.314844, 2.159512, 0.597750], [-0.415984, 1.676192, -0.681360], [3.841616, 1.670052, -0.346210], [3.274926, 2.142432, 0.754080], [3.739196, 3.255002, 1.212790], [2.392576, 1.603842, 1.376480], [4.427226, 2.329712, -0.838160], [3.240956, 1.038152, -0.856130], [3.211196, 3.750702, 1.916780], [4.557416, 3.584982, 0.721140], [1.546306, -1.391438, 0.041250], [0.645516, -0.529918, -0.333620], [-0.422754, -0.497338, 0.344850], [0.755866, 0.224232, -1.275390], [2.336766, -1.216818, -0.562720], [1.544846, -1.948108, 0.883990], [-1.195834, 0.116212, 0.130360], [-0.645254, -1.180808, 1.054400], [-3.290214, -3.396538, 0.264740], [-2.500584, -3.692708, 1.220920], [-1.929584, -4.823458, 1.076140], [-2.293794, -3.003518, 2.256570], [-3.766684, -2.515658, 0.395610], [-3.153104, -3.659998, -0.700600], [-1.310804, -5.071688, 1.834830], [-1.947404, -5.437898, 0.274730]],
  "atomic_forces_ev_per_a": [[-1.49, 1.25, -1.22], [-2.28, 2.93, -0.63], [2.95, -2.24, 4.88], [1.22, -1.75, -1.41], [-0.36, 0.12, -0.45], [0.58, -0.50, -0.41], [-0.61, 0.75, -0.21], [0.03, -0.04, -0.59], [0.98, -0.89, -1.82], [-1.95, -1.45, 1.30], [2.47, 3.56, 0.41], [-1.93, -1.71, 0.24], [-0.30, -0.50, -0.48], [0.21, 0.12, -0.28], [0.55, -0.09, -0.17], [-0.27, 0.97, 0.75], [2.83, -1.53, -0.67], [-0.11, 0.66, -0.57], [-5.51, -0.79, 3.94], [1.53, 1.62, -2.67], [0.61, -0.94, 0.74], [0.18, 0.41, -0.32], [0.36, -0.08, -0.32], [0.16, 0.03, 0.08], [-4.01, 3.08, -3.75], [1.43, 2.55, 4.65], [3.55, -5.05, 0.38], [-0.59, -0.43, -1.45], [0.00, -0.04, -0.24], [0.04, -0.22, 0.37], [-0.01, -0.13, -0.28], [-0.30, 0.34, 0.20]],
  "lowdin_charge": [0.15, -0.70, 0.13, -0.01, 0.09, 0.11, 0.13, 0.07, 0.17, -0.79, 0.16, 0.04, 0.10, 0.09, 0.13, 0.11, 0.19, -0.82, 0.20, 0.00, 0.11, 0.13, 0.09, 0.11, 0.17, -0.80, 0.17, -0.02, 0.13, 0.12, 0.13, 0.12],
  "smiles": "NC(N)=O.NC(N)=O.NC(N)=O.NC(N)=O",
  "relative_energy_kcal_mol": 56.4,
  "e_homo_ev": -9.2,
  "e_lumo_ev": 0.36,
  "charge": 0,
  "orbital_gap_ev": 9.60,
  "e_tot_ev": -24520.509
}